# C53H45ClCrGeN6O2

A molecular structure, C53H45ClCrGeN6O2 in a non-equilibrium geometry (the ωB97M-V functional and the def2-TZVPD basis, OMol25).

```
! wB97M-V def2-TZVPD RIJCOSX def2/J DEFGRID3
* xyz 1 6
Cr 0.370 0.232 0.668
C -0.613 -3.277 3.185
O -1.553 -3.123 2.101
C -1.148 -2.070 1.389
N -0.052 -1.448 1.815
C 0.262 -2.007 3.135
C 1.705 -2.330 3.438
C 2.740 -2.080 2.554
C 4.053 -2.391 2.884
C 4.342 -2.962 4.113
C 3.310 -3.223 5.006
C 2.004 -2.908 4.671
C -1.909 -1.564 0.316
C -3.155 -1.995 -0.201
C -3.792 -1.232 -1.140
C -3.208 -0.012 -1.612
C -1.993 0.325 -1.088
N -1.351 -0.409 -0.171
C -1.162 1.483 -1.436
N -0.046 1.695 -0.824
C 0.599 2.838 -1.490
C -0.534 3.380 -2.383
O -1.515 2.306 -2.404
C 1.156 3.878 -0.556
C 2.237 4.653 -0.962
C 2.733 5.647 -0.132
C 2.156 5.865 1.112
C 1.075 5.096 1.517
C 0.571 4.109 0.683
H -0.034 -4.183 3.006
H -1.184 -3.376 4.104
H -0.079 -1.287 3.890
H 2.519 -1.659 1.584
H 4.845 -2.189 2.173
H 5.363 -3.204 4.376
H 3.525 -3.669 5.968
H 1.209 -3.103 5.384
H -3.594 -2.912 0.170
H -4.751 -1.547 -1.529
H -3.681 0.605 -2.362
H 1.411 2.435 -2.106
H -0.236 3.591 -3.406
H -1.014 4.254 -1.942
H 2.699 4.473 -1.927
H 3.574 6.248 -0.453
H 2.549 6.635 1.763
H 0.624 5.262 2.487
H -0.280 3.513 0.990
Cl 1.424 1.298 2.607
C 2.271 0.990 1.037
H 3.168 0.418 1.235
H 2.509 1.963 0.612
C 6.195 -0.763 -0.854
C 5.356 0.299 -1.176
C 3.992 0.092 -1.280
C 3.443 -1.178 -1.082
C 4.294 -2.234 -0.760
C 5.664 -2.026 -0.651
Ge 1.526 -1.476 -1.214
C 0.846 -0.838 -2.923
C 1.703 -0.177 -3.807
C 1.255 0.219 -5.060
C -0.053 -0.038 -5.446
C -0.911 -0.702 -4.581
C -0.464 -1.096 -3.329
C 1.040 -3.328 -0.890
C 0.335 -4.040 -1.864
C 0.035 -5.382 -1.677
C 0.427 -6.032 -0.517
C 1.134 -5.337 0.456
C 1.434 -3.996 0.271
H 7.261 -0.601 -0.760
H 5.768 1.287 -1.337
H 3.345 0.932 -1.510
H 3.897 -3.231 -0.614
H 6.315 -2.857 -0.411
H 2.734 0.010 -3.536
H 1.933 0.721 -5.738
H -0.400 0.269 -6.424
H -1.929 -0.915 -4.880
H -1.145 -1.619 -2.670
H 0.039 -3.568 -2.789
H -0.504 -5.921 -2.446
H 0.191 -7.078 -0.373
H 1.458 -5.838 1.359
H 1.982 -3.475 1.049
C -2.695 3.182 3.608
C -1.663 2.494 2.992
N -1.860 1.567 2.050
C -3.116 1.307 1.708
C -4.224 1.932 2.265
C -3.999 2.888 3.246
C -5.585 1.516 1.882
C -6.070 1.350 0.653
C -5.416 1.702 -0.620
C -5.949 1.255 -1.825
C -5.321 1.663 -2.988
N -4.252 2.457 -2.980
C -3.825 2.828 -1.777
N -4.334 2.490 -0.601
H -2.475 3.928 4.360
H -0.636 2.688 3.276
H -3.269 0.544 0.953
H -4.834 3.398 3.712
H -6.242 1.276 2.713
H -7.078 0.962 0.555
H -6.824 0.620 -1.850
H -5.684 1.348 -3.960
H -2.965 3.489 -1.755
*
```

Output
Molar mass   958.04 g mol⁻¹
Energy relative to the best compared isomer or geometry (same formula, charge and spin)   73.8 kJ/mol
Gap between HOMO and LUMO (spin up / spin down)   5.13 / 6.45 eV
Strongest force on any atom   0.027 hartree/bohr
Lowest unoccupied orbital energy (spin up / spin down)   -2.885 / -4.604 eV
Expectation value of S²   8.82